A cluster of 15 separate species, C50H135N5O20 in total at a distorted geometry, computed with wB97M-V/def2-TZVPD.

The geometry in XYZ format:
```
210
Properties=species:S:1:pos:R:3
C 1.301 -4.932 0.076
C 1.209 -4.636 -1.405
C -0.140 -5.077 -1.961
O 1.490 -3.222 -1.644
H 1.229 -6.000 0.218
H 0.555 -4.445 0.653
H 2.277 -4.591 0.413
H 2.050 -5.096 -1.975
H -0.898 -4.545 -1.349
H -0.253 -6.178 -1.821
H -0.251 -5.059 -3.001
H 0.893 -2.824 -0.977
C 4.100 4.349 -3.493
C 4.657 3.152 -4.253
C 5.769 2.508 -3.481
O 3.627 2.128 -4.220
H 3.999 4.074 -2.446
H 3.153 4.728 -3.871
H 4.762 5.205 -3.727
H 4.916 3.395 -5.290
H 6.014 1.580 -4.077
H 5.451 2.250 -2.479
H 6.670 3.165 -3.383
H 2.784 2.521 -4.331
C 3.793 -1.372 -3.113
C 2.673 -0.836 -3.937
C 2.921 -0.961 -5.465
O 1.377 -1.400 -3.784
H 3.582 -1.155 -2.111
H 4.690 -0.820 -3.436
H 3.888 -2.437 -3.297
H 2.512 0.182 -3.711
H 2.203 -0.354 -6.007
H 2.954 -1.957 -5.895
H 3.849 -0.476 -5.790
H 1.429 -2.181 -3.189
C -1.935 5.958 -2.270
C -3.083 5.493 -1.350
C -3.863 4.451 -2.142
O -2.581 4.867 -0.164
H -1.369 5.146 -2.798
H -1.267 6.595 -1.668
H -2.318 6.642 -3.095
H -3.750 6.370 -1.078
H -4.661 4.052 -1.619
H -3.026 3.800 -2.382
H -4.232 4.965 -3.076
H -1.881 5.388 0.115
C -3.151 0.849 -4.084
C -2.093 -0.205 -3.589
C -1.874 -1.325 -4.556
O -0.837 0.486 -3.359
H -4.220 0.601 -3.853
H -2.977 1.169 -5.108
H -3.095 1.758 -3.458
H -2.414 -0.580 -2.614
H -2.670 -2.054 -4.558
H -0.985 -1.873 -4.317
H -1.602 -0.977 -5.512
H -0.174 -0.193 -3.278
C -3.041 -1.848 5.392
O -2.065 -1.698 4.294
H -2.814 -2.735 6.037
H -2.961 -0.954 6.012
H -4.038 -2.052 4.939
H -1.261 -1.546 4.815
C -5.411 -1.321 -1.362
O -4.321 -1.315 -0.451
H -5.640 -0.295 -1.617
H -5.112 -1.952 -2.193
H -6.229 -1.770 -0.814
H -4.590 -0.746 0.270
C -2.591 -5.331 2.488
O -1.364 -4.599 2.591
H -3.387 -4.645 2.068
H -2.328 -6.168 1.809
H -2.993 -5.667 3.448
H -1.496 -3.698 2.907
C -1.164 3.356 -5.365
O -0.372 2.994 -4.229
H -1.016 4.422 -5.655
H -0.879 2.786 -6.247
H -2.222 3.279 -5.106
H -0.532 2.058 -4.044
C 3.067 2.668 4.897
O 2.865 2.459 3.484
H 2.931 1.667 5.333
H 4.070 3.030 5.116
H 2.322 3.392 5.285
H 2.892 3.375 3.106
C 5.303 1.662 0.276
O 4.301 2.663 0.353
C 4.882 3.814 0.842
C 3.872 5.003 0.957
N 2.861 4.804 1.967
C 2.218 6.079 2.272
C 1.140 5.953 3.310
O 0.429 7.164 3.307
C -0.758 6.995 4.020
H 6.359 2.164 0.393
H 5.326 1.093 -0.655
H 5.274 1.083 1.158
H 5.747 4.168 0.220
H 5.327 3.587 1.867
H 3.406 5.406 0.005
H 4.486 5.858 1.422
H 2.133 4.173 1.594
H 1.849 6.534 1.323
H 2.947 6.770 2.658
H 1.552 5.786 4.345
H 0.416 5.086 3.140
H -0.579 6.969 5.070
H -1.301 6.103 3.696
H -1.373 7.867 3.901
C -2.131 1.535 0.932
O -2.443 1.467 2.350
C -1.925 2.493 3.054
C -2.335 2.438 4.530
N -1.701 1.253 5.270
C -0.265 1.517 5.726
C 0.229 0.402 6.631
O -0.042 -0.851 6.019
C 0.465 -1.926 6.893
H -2.593 2.382 0.556
H -2.628 0.679 0.437
H -1.062 1.523 0.756
H -2.277 3.441 2.584
H -0.847 2.531 3.050
H -3.426 2.397 4.654
H -1.959 3.307 5.055
H -1.616 0.544 4.520
H -0.158 2.521 6.268
H 0.391 1.579 4.808
H -0.314 0.518 7.594
H 1.319 0.506 6.771
H 1.519 -1.894 6.975
H 0.126 -2.816 6.370
H 0.026 -1.859 7.881
C -3.848 -4.364 -1.747
O -3.990 -4.058 -3.123
C -4.426 -5.073 -3.977
C -4.005 -4.672 -5.474
N -4.670 -3.475 -5.877
C -4.264 -2.984 -7.195
C -4.906 -3.874 -8.338
O -4.676 -3.302 -9.610
C -5.136 -4.227 -10.598
H -4.824 -4.301 -1.192
H -3.139 -3.687 -1.251
H -3.337 -5.344 -1.689
H -5.495 -5.164 -3.916
H -3.914 -6.070 -3.798
H -4.237 -5.567 -6.087
H -2.927 -4.483 -5.370
H -4.464 -2.731 -5.241
H -3.200 -2.872 -7.250
H -4.780 -2.039 -7.351
H -5.985 -3.889 -8.069
H -4.697 -4.990 -8.281
H -4.862 -3.840 -11.572
H -6.244 -4.275 -10.399
H -4.626 -5.155 -10.426
C 0.498 4.060 -0.662
O 1.697 3.373 -0.632
C 1.588 2.122 -1.381
C 0.912 0.912 -0.584
N 1.299 0.926 0.797
C 1.529 -0.365 1.394
C 0.270 -1.198 1.559
O -0.198 -1.653 0.313
C -1.575 -2.071 0.328
H -0.361 3.461 -0.180
H 0.194 4.294 -1.729
H 0.598 5.043 -0.149
H 2.634 1.925 -1.615
H 1.114 2.190 -2.441
H 1.335 0.039 -1.096
H -0.186 0.783 -0.695
H 2.097 1.555 0.833
H 1.965 -0.233 2.416
H 2.350 -1.010 0.934
H -0.409 -0.580 2.090
H 0.415 -2.116 2.154
H -1.684 -3.214 0.343
H -2.089 -1.718 -0.541
H -2.046 -1.741 1.212
C 4.599 -0.056 7.325
O 3.528 -0.545 6.440
C 3.953 -0.845 5.041
C 3.037 -1.942 4.560
N 3.206 -3.211 5.235
C 2.828 -4.429 4.511
C 1.358 -4.779 4.376
O 0.965 -5.395 5.592
C -0.325 -5.887 5.528
H 4.855 0.962 7.068
H 5.431 -0.731 7.356
H 4.266 -0.100 8.384
H 4.952 -1.234 4.936
H 3.793 0.040 4.477
H 3.406 -2.216 3.546
H 2.007 -1.502 4.515
H 2.800 -3.197 6.194
H 3.227 -5.236 5.148
H 3.330 -4.426 3.529
H 1.043 -5.508 3.601
H 0.845 -3.793 4.226
H -1.123 -5.132 5.282
H -0.492 -6.177 6.537
H -0.450 -6.692 4.787
```

Properties
largest force on an atom: 3.2 eV/A
total charge: 0
relative energy (zero: lowest compared OMol25 entry of this formula, charge and spin): 26.2 kJ/mol
HOMO energy: -8.300 eV
spin multiplicity: 1

A cluster of 2 separate species, C4H11O2S2 in total at a distorted geometry, computed with wB97M-V/def2-TZVPD.

The geometry in XYZ format:
```
19
Properties=species:S:1:pos:R:3
C -0.835 0.782 0.659
C -1.726 0.227 -0.451
O -2.237 -1.010 -0.170
C -0.093 2.056 0.272
S 1.728 2.040 0.498
S 2.448 0.738 -0.870
C 2.109 -0.904 -0.172
H -1.373 0.924 1.607
H -0.121 -0.010 0.916
H -1.088 0.202 -1.340
H -2.542 0.939 -0.676
H -0.210 2.296 -0.764
H -0.324 2.893 0.931
H 1.928 -0.814 0.894
H 2.914 -1.628 -0.354
H 1.165 -1.285 -0.603
H -0.086 -2.751 0.432
H -1.219 -1.988 -0.362
O -0.436 -2.705 -0.447
```

Properties
largest force on an atom: 1.1 eV/A
total charge: -1
relative energy (zero: lowest compared OMol25 entry of this formula, charge and spin): 21.9 kJ/mol
HOMO energy: -3.668 eV
spin multiplicity: 1